33
Properties=species:S:1:pos:R:3:forces:R:3 method="wB97M-V/def2-TZVPD" homo_ev=-7.0 total_charge=-1
C 2.551203 -1.602404 1.166159 0.1 -0.2 0.1
C 1.886037 -0.964422 0.403699 0.1 -0.3 0.3
S 0.912100 -0.143961 -0.738768 -0.2 0.7 -0.5
O 1.750912 0.880789 -1.299966 0.2 0.1 0.1
O 0.431839 -1.140857 -1.642116 -0.2 -0.4 -0.1
N -0.206594 0.608192 0.112736 -0.1 -0.5 0.0
S -1.387128 -0.224923 0.757001 0.0 0.3 -0.2
O -1.970639 0.527144 1.821728 -0.1 0.2 0.4
O -1.122777 -1.616596 0.955850 0.1 -0.3 -0.1
C -2.753011 -0.078608 -0.513000 -0.1 0.2 0.2
F -2.357841 -0.429897 -1.754285 0.1 -0.1 0.1
F -3.069527 1.234293 -0.555907 0.0 -0.2 -0.2
C -4.067549 -0.877710 -0.161706 0.0 0.2 -0.2
F -3.939406 -1.631131 0.943400 0.1 0.0 -0.1
F -5.058011 0.014715 0.064894 0.0 -0.1 0.1
C -4.616923 -1.796223 -1.297488 -0.1 -0.1 0.2
F -5.801594 -2.269003 -0.843881 0.0 0.0 0.0
F -4.877308 -1.047240 -2.381114 0.1 0.0 0.0
C -3.740814 -3.046487 -1.701195 -0.2 0.3 -0.1
F -4.378817 -4.173130 -1.380522 -0.1 -0.2 0.1
F -3.542351 -3.056678 -3.015007 0.0 0.0 -0.3
F -2.577166 -3.046397 -1.093380 0.4 0.1 0.3
H 3.143666 -2.196739 1.821156 0.0 0.1 0.0
C 3.759323 2.329173 0.398963 0.1 0.1 -0.1
C 4.781792 3.420582 0.635940 -0.1 0.0 0.1
O 5.187151 3.192226 1.972174 0.2 -0.1 -0.1
C 4.987522 1.867394 2.244406 -0.1 0.0 0.0
O 5.438247 1.308186 3.189246 0.0 0.0 0.0
O 4.237242 1.303457 1.285256 0.0 0.0 0.0
F 4.260266 4.670530 0.539151 -0.1 0.0 0.1
H 2.760912 2.645830 0.699502 0.0 0.0 0.0
H 3.718951 1.971337 -0.622573 0.0 -0.2 0.1
H 5.660288 3.368553 -0.010344 0.0 0.1 -0.1


28
Properties=species:S:1:pos:R:3:forces:R:3 method="wB97M-V/def2-TZVPD" homo_ev="-8.7 / -9.1" total_charge=0 s2=3.784 spin_multiplicity=4 relative_energy_ev=0.047
Tc 1.352231 -2.089447 -0.095360 0.0 -0.1 0.3
S 0.530061 -4.190461 0.453621 0.2 0.3 -0.1
S 1.517901 -4.336823 -1.345801 -0.1 0.2 0.1
S 3.495579 -4.440122 -0.788496 0.2 0.1 0.1
S 3.647393 -2.542775 0.072173 -0.3 -0.3 -0.1
F -0.179039 -1.640380 2.345975 0.0 0.0 0.0
C 1.118312 -1.496074 1.953968 0.1 -0.2 0.0
F 1.872729 -2.249028 2.800149 -0.1 0.0 -0.1
C 1.495026 -0.033493 2.236724 0.0 0.2 -0.1
F 1.413756 0.263841 3.531765 0.0 0.0 0.0
F 0.663171 0.791305 1.574283 0.1 0.0 0.0
F 2.745357 0.211123 1.828413 0.0 0.0 0.0
O -2.404770 -1.333503 0.364995 0.0 0.1 0.0
C -1.617189 -0.682979 -0.258654 0.1 0.0 0.2
N -0.429792 -1.183064 -0.826607 -0.1 -0.3 0.0
S 0.352179 -0.061604 -1.676183 0.3 -0.1 -0.5
O 1.694726 -0.104558 -1.023452 0.0 -0.3 -0.1
O 0.371692 -0.253122 -3.094002 0.0 0.2 0.3
C -0.623419 1.303094 -1.220662 -0.3 0.0 0.1
C -0.500895 2.631143 -1.574249 0.0 0.0 0.1
C -1.506333 3.483875 -1.137554 0.0 0.0 0.0
C -2.589547 3.001594 -0.403755 0.0 0.0 0.0
C -2.703791 1.655519 -0.082317 0.0 0.0 0.0
C -1.699753 0.802726 -0.501271 0.1 0.0 -0.1
H 0.336264 2.991441 -2.155497 0.0 0.0 0.0
H -1.452514 4.537947 -1.373716 0.0 0.0 0.0
H -3.356476 3.694558 -0.084426 0.0 0.0 0.0
H -3.542863 1.269254 0.479937 0.0 0.0 0.0


Total energy values (in Ha) by entry order: -2721.84956 -3196.93856.
Max |F| values (in eV/Å) by entry order: 0.92 0.57.